{"formula": "C3H8NS", "method": "ωB97M-V/def2-TZVPD", "total_charge": -1, "homo_ev": -2.6, "lumo_ev": 4.07, "homo_lumo_gap_ev": 6.635, "symbols": ["C", "S", "H", "H", "H", "C", "C", "N", "H", "H", "H", "H", "H"], "xyz": [[1.396603, 2.352549, 0.792701], [2.085246, 0.822413, 1.532892], [0.363083, 2.187775, 0.473191], [1.960672, 2.622058, -0.096904], [1.413945, 3.196209, 1.483904], [-1.842115, -1.744182, -1.234188], [-0.913064, -0.994604, -0.607247], [-0.010482, -1.384916, 0.332926], [-1.813231, -2.827396, -1.215204], [-2.523007, -1.264260, -1.918117], [-0.957337, 0.086105, -0.665452], [0.130688, -2.362690, 0.518511], [0.708999, -0.689062, 0.602986]], "forces_ev_per_angstrom": [[-0.05, -0.43, -0.06], [0.06, 0.16, 0.03], [-0.05, 0.13, 0.07], [0.10, 0.17, -0.12], [0.00, 0.02, 0.05], [0.47, 0.15, -0.39], [-0.51, -0.35, 0.98], [-0.02, 0.36, -0.55], [-0.08, -0.01, 0.13], [-0.13, -0.02, -0.05], [0.06, 0.11, -0.36], [0.11, 0.07, -0.06], [0.04, -0.36, 0.34]], "nbo_charge": [-0.73, -0.71, 0.17, 0.17, 0.17, -0.64, 0.06, -0.84, 0.17, 0.19, 0.18, 0.36, 0.44]}

---

{"formula": "C22H54F3N6O8", "method": "ωB97M-V/def2-TZVPD", "total_charge": 5, "homo_ev": -20.1, "lumo_ev": -11.87, "homo_lumo_gap_ev": 8.200, "symbols": ["C", "C", "O", "N", "H", "H", "C", "H", "H", "H", "H", "H", "H", "C", "C", "O", "N", "H", "H", "C", "H", "H", "H", "H", "H", "H", "C", "C", "O", "N", "H", "H", "C", "H", "H", "H", "H", "H", "H", "C", "C", "O", "N", "H", "H", "C", "H", "H", "H", "H", "H", "H", "C", "C", "O", "N", "H", "H", "C", "H", "H", "H", "H", "H", "H", "C", "C", "O", "N", "H", "H", "C", "H", "H", "H", "H", "H", "H", "C", "O", "O", "C", "F", "F", "F", "C", "C", "H", "H", "H", "H", "H", "H"], "xyz": [[4.325442, -1.732376, -1.540730], [5.547141, -2.436752, -1.691300], [6.408403, -2.535132, -0.875861], [5.814937, -3.055695, -3.046931], [6.073258, -4.026961, -2.946934], [4.987325, -3.005289, -3.623670], [6.956860, -2.291921, -3.754702], [3.622722, -2.544322, -1.727858], [4.118562, -0.887661, -2.197813], [4.176657, -1.399243, -0.513607], [6.902920, -1.203467, -3.733441], [7.098121, -2.594269, -4.792360], [7.913321, -2.534852, -3.291805], [-2.455893, -2.714012, 1.403071], [-2.393930, -3.543997, 0.131145], [-1.489125, -4.335381, -0.142992], [-3.511060, -3.205170, -0.853301], [-4.372278, -2.966210, -0.382876], [-3.271133, -2.329573, -1.295858], [-3.682220, -4.198231, -2.017976], [-2.753621, -1.681217, 1.221965], [-1.479415, -2.663259, 1.884738], [-3.246256, -3.142125, 2.019634], [-4.183673, -3.728141, -2.863940], [-4.290668, -5.041061, -1.690087], [-2.716857, -4.485222, -2.434884], [-0.146389, -2.943656, -3.187135], [-0.334613, -3.939805, -4.432428], [-1.366777, -4.414122, -4.870967], [1.026099, -4.398588, -5.015356], [1.665629, -3.624725, -4.904727], [1.311126, -5.173436, -4.433584], [0.989524, -4.632320, -6.561085], [0.236660, -1.926072, -3.263872], [0.423733, -3.380492, -2.367227], [-1.175063, -2.858711, -2.836838], [1.108321, -3.682323, -7.082126], [0.061258, -5.167787, -6.760316], [1.823466, -5.327950, -6.654543], [-4.220829, 1.701392, 0.084008], [-3.968625, 2.433911, -1.232120], [-4.762217, 3.126902, -1.805172], [-2.520032, 2.236445, -1.779665], [-1.908862, 2.291051, -0.977424], [-2.529966, 1.298655, -2.154575], [-2.199112, 3.309851, -2.829856], [-4.282008, 0.617455, -0.013190], [-5.056114, 2.173020, 0.601650], [-3.369277, 1.839689, 0.750218], [-1.781895, 4.205757, -2.370101], [-2.999477, 3.441259, -3.558023], [-1.397646, 2.860155, -3.415975], [2.576805, 3.706544, -0.487846], [2.247640, 4.008208, 0.939328], [3.124098, 4.409139, 1.688067], [0.754724, 3.990876, 1.385714], [0.321551, 4.691748, 0.801550], [0.360884, 3.092936, 1.143456], [0.520709, 4.267526, 2.857037], [2.219179, 4.512362, -1.128829], [2.136522, 2.732456, -0.700905], [3.649231, 3.644112, -0.672489], [0.850994, 5.293805, 3.017588], [1.043002, 3.455222, 3.362473], [-0.536086, 4.171943, 3.106352], [-1.853404, 1.840975, 4.341487], [-1.654795, 2.845305, 5.490429], [-0.655956, 2.759525, 6.163826], [-2.746476, 3.909622, 5.712114], [-2.279703, 4.762984, 5.440088], [-3.459182, 3.898195, 4.996561], [-3.500339, 3.876200, 7.038792], [-1.501217, 2.212624, 3.379227], [-2.895431, 1.571462, 4.169323], [-1.353925, 0.897926, 4.563519], [-4.512271, 3.494358, 6.903509], [-3.525538, 4.955439, 7.189475], [-2.890095, 3.328573, 7.756991], [-0.041445, 0.456008, 1.008121], [0.891829, 1.030801, 1.961491], [-0.416255, 1.629612, 0.445864], [0.554230, -0.818854, 0.132857], [0.577589, -1.897088, 0.878551], [-0.324445, -1.058153, -0.856839], [1.775190, -0.700989, -0.371279], [1.345446, 0.104507, 2.948459], [1.987712, 0.879310, 4.159617], [2.501522, 1.797550, 3.875140], [1.176931, 1.119802, 4.847302], [2.755401, 0.373081, 4.744836], [2.214087, -0.437068, 2.573945], [0.685010, -0.621307, 3.422934], [-0.850175, 0.028707, 1.600969]], "forces_ev_per_angstrom": [[-2.42, 0.35, 0.31], [3.65, 0.31, 1.54], [-0.54, -0.48, -0.86], [0.73, 1.32, -0.95], [0.37, -0.54, 0.17], [-0.22, -0.04, -0.28], [1.29, -0.22, -0.27], [-0.94, 0.24, -0.04], [0.26, -0.19, -0.32], [0.30, -0.13, -0.11], [-0.84, -0.13, 0.35], [-0.67, -0.29, 0.04], [-0.32, -0.24, 0.47], [-0.28, -0.16, -0.73], [3.97, -1.48, 0.81], [-3.90, 2.73, 0.09], [0.63, -1.09, -1.62], [-0.67, -0.51, 0.44], [0.51, 0.54, -0.06], [-0.46, -0.04, -0.20], [-0.16, 0.07, -0.35], [-0.25, -0.54, 0.04], [0.17, -0.14, 0.41], [-0.33, 0.39, 0.40], [0.36, 0.00, 0.09], [0.04, -0.16, 0.76], [-1.34, -1.26, -0.67], [-1.77, 0.14, 0.35], [3.52, 1.65, 1.47], [-1.70, 1.52, -1.24], [0.38, 0.11, 0.49], [0.37, -0.74, -0.17], [0.22, -1.48, 1.35], [0.13, -0.16, -1.04], [0.06, -0.53, -0.19], [0.12, 0.12, 0.12], [-0.06, -0.19, 0.19], [0.08, 0.28, -0.21], [-0.01, 0.25, -0.81], [0.84, 0.72, 0.04], [-2.09, 0.73, 0.25], [2.15, -1.35, 0.74], [-2.20, 2.06, -0.80], [1.17, -0.56, 0.75], [0.50, -0.24, -0.25], [1.17, -1.44, -0.59], [-0.48, 0.08, -0.28], [-0.33, -0.43, -0.43], [0.39, 0.13, -0.10], [-0.65, -0.08, 0.11], [-0.33, 0.27, 0.71], [0.21, 0.15, 0.05], [-0.77, -0.71, -0.01], [3.79, 1.98, 1.74], [-3.33, -1.28, -0.94], [1.23, 0.92, 0.62], [-0.36, 0.35, -0.19], [-0.66, -1.81, -0.69], [0.45, -0.11, -0.90], [-0.40, -0.16, -0.15], [-0.29, 0.10, -0.57], [-0.05, 0.13, 0.62], [0.27, -0.38, 0.55], [0.27, 0.58, 0.32], [-0.02, 0.10, -0.52], [-1.04, 0.19, 0.15], [2.30, -2.49, -0.11], [-2.77, 1.47, -0.75], [0.45, -1.31, -0.94], [0.41, 0.98, 1.08], [-0.31, -0.76, -0.56], [0.75, 1.39, -0.12], [0.30, 0.19, 0.09], [-0.27, 0.23, 0.22], [0.32, 0.37, 0.23], [0.33, -0.20, -0.13], [-0.43, -0.27, 1.18], [-0.22, 0.26, 0.06], [0.87, 3.08, 0.59], [-0.04, -2.62, 0.84], [-1.17, -1.05, -2.33], [-0.57, 2.69, 1.69], [-0.17, -1.13, 0.77], [-0.37, -0.17, -1.00], [0.18, 0.50, -0.64], [3.40, 0.70, 1.81], [-0.96, 0.34, -0.30], [-0.21, 0.12, -0.39], [0.15, 0.32, 0.21], [-0.27, -0.66, -0.29], [-0.26, -0.47, -0.55], [-0.85, 0.14, -0.73], [-0.31, -0.83, 0.09]], "mulliken_charge": [-0.87, 0.31, -0.38, -0.04, 0.37, 0.27, -0.82, 0.23, 0.47, 0.35, 0.35, 0.38, 0.37, -1.11, 0.64, -0.41, -0.05, 0.44, 0.25, -0.80, 0.27, 0.24, 0.51, 0.39, 0.38, 0.29, -0.84, 0.43, -0.39, -0.20, 0.34, 0.41, -0.77, 0.55, 0.44, -0.07, 0.33, 0.36, 0.37, -0.62, 0.64, -0.36, 0.29, -0.09, 0.30, -0.83, 0.18, 0.40, 0.03, 0.32, 0.40, 0.37, -0.96, 0.75, -0.41, 0.35, 0.46, -0.34, -0.78, 0.36, 0.18, 0.33, 0.46, 0.19, 0.29, -0.60, 0.22, -0.38, -0.11, 0.42, 0.38, -0.72, -0.07, 0.54, 0.27, 0.32, 0.39, 0.33, 0.26, 0.07, -0.90, 0.42, -0.26, -0.16, -0.28, -0.35, -1.23, 0.29, 0.19, 0.43, 0.23, 0.30, 0.06]}

---

{"formula": "C31H45BrN2P2Pd", "method": "ωB97M-V/def2-TZVPD", "total_charge": 2, "homo_ev": [-14.0, -14.2], "lumo_ev": [-7.46, -8.76], "homo_lumo_gap_ev": [6.548, 5.402], "s_squared": 2.062, "spin_multiplicity": 3, "symbols": ["C", "C", "C", "C", "N", "C", "C", "C", "C", "C", "C", "C", "C", "C", "Pd", "P", "H", "H", "H", "H", "H", "H", "H", "H", "C", "C", "H", "H", "H", "H", "H", "C", "C", "H", "H", "H", "H", "H", "C", "C", "H", "H", "H", "H", "H", "Br", "P", "C", "C", "H", "H", "H", "H", "H", "C", "C", "H", "H", "H", "H", "H", "C", "C", "H", "H", "H", "H", "H", "C", "C", "C", "C", "N", "C", "C", "H", "H", "H", "H", "H", "H", "H"], "xyz": [[-5.435762, -2.263240, -1.209051], [-4.270677, -2.863875, -0.697513], [-3.585135, -3.774089, -1.529782], [-4.213523, -4.188894, -2.701944], [-5.383920, -3.713201, -3.130768], [-5.982923, -2.770695, -2.390666], [-3.814925, -2.504289, 0.604672], [-3.199399, -2.192890, 1.629340], [-2.327749, -1.848100, 2.661080], [-2.382546, -0.516650, 3.118230], [-1.196315, 0.178363, 2.958771], [-0.164496, -0.608271, 2.452691], [0.042857, -1.957495, 2.702034], [-1.155436, -2.647271, 2.816390], [1.093973, 0.357831, 1.290731], [-0.167710, 0.299779, -0.722589], [-2.606963, -4.157170, -1.262805], [-5.926204, -1.444477, -0.685087], [-3.765058, -4.967882, -3.318862], [-6.957267, -2.413774, -2.728072], [-1.213815, -3.732742, 2.881755], [-3.314981, -0.047108, 3.407467], [1.027350, -2.418961, 2.706498], [-1.072601, 1.233172, 3.110117], [0.613058, 1.547647, -1.801267], [0.359863, 1.515794, -3.315516], [1.697132, 1.476260, -1.616877], [0.301446, 2.521985, -1.395158], [0.952046, 2.325017, -3.775949], [0.674725, 0.571557, -3.781007], [-0.692182, 1.704318, -3.579431], [-0.395119, -1.304122, -1.620761], [-1.364355, -1.368634, -2.804744], [-0.738135, -2.003820, -0.843375], [0.605640, -1.642289, -1.930103], [-1.296380, -2.367051, -3.262610], [-2.408863, -1.244448, -2.493517], [-1.140082, -0.638313, -3.593825], [-1.890009, 0.837935, -0.420162], [-2.628594, 1.503498, -1.583567], [-1.808930, 1.559134, 0.408508], [-2.434920, -0.042463, -0.042709], [-3.639672, 1.765551, -1.239849], [-2.140089, 2.429776, -1.915921], [-2.738599, 0.847843, -2.458681], [2.844365, 1.780467, 2.472340], [3.236171, -0.949613, 0.179496], [3.321970, -1.184083, -1.647435], [4.714835, -1.274385, -2.267375], [2.764770, -0.334762, -2.076351], [2.742389, -2.094904, -1.869219], [4.599794, -1.445320, -3.344435], [5.278435, -0.341404, -2.144062], [5.310387, -2.105930, -1.873805], [4.813332, -0.103506, 0.669734], [5.926082, -0.961755, 1.229056], [4.479548, 0.605971, 1.461002], [5.142643, 0.512120, -0.179197], [6.659023, -0.293404, 1.693052], [5.556978, -1.633903, 2.014588], [6.458319, -1.539240, 0.463788], [3.248710, -2.634416, 0.903022], [4.124756, -3.676007, 0.204409], [2.189049, -2.950662, 0.907718], [3.542649, -2.506476, 1.958255], [3.967754, -4.642814, 0.697265], [3.861274, -3.801422, -0.852321], [5.197708, -3.450235, 0.286492], [-1.032992, 7.111011, 3.150285], [-0.986877, 5.741588, 2.526995], [-1.956707, 4.787517, 2.831639], [-1.940186, 3.555747, 2.174989], [-0.989761, 3.243134, 1.288941], [-0.011425, 4.111735, 1.042053], [0.024214, 5.387528, 1.621900], [-2.064280, 7.489608, 3.149215], [-0.685460, 7.093280, 4.191675], [-0.403421, 7.810107, 2.588873], [-2.740134, 4.991396, 3.563901], [-2.713878, 2.810462, 2.373381], [0.782091, 3.787505, 0.365240], [0.823119, 6.071821, 1.348781]], "forces_ev_per_angstrom": [[-0.27, -0.36, -0.03], [-0.25, 0.55, -0.37], [-0.43, -0.16, 0.32], [0.23, 0.14, -0.02], [-0.26, 0.15, 0.61], [0.31, 0.11, 0.02], [1.33, 0.27, 0.31], [-1.05, -1.00, -0.06], [-1.41, -1.05, -0.81], [0.99, 1.46, 0.10], [-1.32, -1.07, 0.49], [2.14, 1.75, -0.82], [-1.32, -1.13, 0.36], [1.39, 0.20, -0.14], [1.82, 0.71, -0.51], [-1.40, -0.75, 0.02], [-0.20, -0.18, 0.15], [-0.01, -0.38, 0.05], [0.02, 0.27, 0.08], [0.35, -0.02, -0.09], [-0.06, 0.24, -0.26], [-0.03, 0.00, -0.28], [-0.30, 0.04, -0.11], [-0.10, 0.34, -0.07], [0.51, 0.27, 0.19], [-0.06, 0.11, -0.36], [-0.23, 0.12, -0.03], [0.05, -0.26, 0.02], [-0.21, -0.34, 0.20], [-0.06, 0.26, 0.18], [0.40, -0.15, 0.18], [0.63, -0.05, 0.26], [-0.19, -0.03, -0.33], [0.16, 0.11, -0.05], [-0.28, 0.04, 0.08], [0.04, 0.28, 0.16], [0.30, 0.04, -0.03], [-0.11, -0.25, 0.33], [0.03, 0.08, 0.46], [-0.22, -0.02, -0.29], [-0.04, -0.26, -0.31], [0.16, 0.10, -0.18], [0.29, 0.00, -0.13], [-0.13, -0.22, 0.21], [0.03, 0.26, 0.31], [-1.48, -0.50, 0.05], [0.87, 0.16, 0.06], [-0.75, 0.11, 0.04], [0.27, 0.05, -0.16], [0.22, -0.32, -0.08], [0.11, 0.29, 0.04], [0.03, 0.06, 0.20], [-0.12, -0.29, -0.03], [-0.17, 0.23, 0.02], [-0.79, 0.80, 0.41], [0.41, -0.35, 0.02], [0.51, -0.63, -0.80], [-0.15, -0.18, 0.18], [-0.10, -0.14, -0.05], [0.23, 0.12, -0.20], [-0.18, 0.04, 0.20], [-0.58, 0.21, 0.37], [0.23, -0.22, 0.03], [0.41, -0.03, -0.06], [-0.12, -0.08, -0.28], [0.02, 0.17, -0.12], [0.08, 0.05, 0.24], [-0.42, 0.01, -0.09], [-0.06, 0.12, -0.06], [0.38, 0.16, -0.12], [-0.29, -0.58, -0.14], [0.43, 0.94, 0.18], [0.23, -0.62, 0.11], [-0.18, 0.82, 0.51], [-0.32, -0.67, -0.15], [0.30, -0.06, 0.03], [-0.06, -0.05, -0.23], [-0.15, -0.12, 0.18], [0.22, 0.05, -0.25], [0.13, 0.14, -0.12], [-0.20, 0.14, 0.13], [-0.18, -0.03, 0.15]], "mulliken_charge": [-0.33, 0.58, -0.21, -0.44, -0.52, -0.42, -0.20, 0.09, 0.25, -0.70, -0.30, 0.00, -0.37, -0.71, -0.88, 1.15, 0.49, 0.47, 0.41, 0.39, 0.51, 0.47, 0.77, 0.85, -0.32, -1.46, 0.46, 0.25, 0.45, 0.31, 0.32, 0.20, -1.15, 0.24, -0.06, 0.48, 0.07, 0.23, 1.62, -1.54, -0.54, -0.34, 0.48, 0.28, 0.32, -0.52, 1.41, -0.30, -1.41, 0.17, 0.36, 0.44, 0.30, 0.28, -0.05, -1.34, -0.07, 0.34, 0.44, 0.28, 0.27, -0.57, -1.34, 0.32, 0.57, 0.43, 0.30, 0.23, -1.38, 1.04, -0.97, -0.28, 0.07, -0.25, -1.01, 0.37, 0.30, 0.36, 0.41, 0.46, 0.33, 0.37]}

---

Calculated E, -15566.3668 -57107.0194 -127938.4964 eV (same order as the records).